No. 1
71
Properties=species:S:1:pos:R:3:lowdin_spin:R:1 method="wB97M-V/def2-TZVPD" gap_ev="5.77 / 5.39" spin_multiplicity=5 s2=6.07 total_charge=0 total_energy_ha=-5662.07959
Ir 1.62 -0.08 -0.63 1.420
Br 1.49 -3.97 5.89 -0.009
C 1.33 -3.32 4.10 -0.004
C 0.67 -4.10 3.16 0.136
C 0.58 -3.62 1.87 -0.013
C 1.11 -2.40 1.50 0.107
O 1.05 -2.00 0.18 0.036
C 1.76 -1.57 2.46 0.035
C 2.25 -0.27 2.28 0.348
N 2.21 0.50 1.18 0.201
C 2.49 1.84 1.22 0.006
C 2.65 2.63 2.37 0.079
C 2.93 3.98 2.25 -0.003
C 3.10 4.58 1.03 0.080
C 2.93 3.85 -0.16 0.001
C 3.06 4.38 -1.46 0.019
C 2.81 3.57 -2.54 -0.008
C 2.39 2.26 -2.35 0.026
N 2.27 1.73 -1.14 -0.008
C 2.57 2.48 -0.05 0.013
C 1.87 -2.11 3.78 0.107
H 0.24 -5.05 3.43 0.009
H 0.09 -4.23 1.12 -0.004
H 2.69 0.18 3.17 0.019
H 2.52 2.21 3.36 0.008
H 3.01 4.57 3.15 -0.002
H 3.36 5.63 0.96 0.005
H 3.35 5.42 -1.57 0.001
H 2.92 3.94 -3.55 -0.001
H 2.17 1.63 -3.21 0.002
H 2.38 -1.52 4.53 0.003
C -5.97 -0.68 1.24 0.000
C -5.38 0.29 0.46 0.000
C -4.00 0.36 0.35 0.002
C -3.21 -0.55 1.03 -0.001
C -3.81 -1.51 1.84 0.000
C -5.19 -1.58 1.94 0.000
P -1.38 -0.65 0.93 0.002
C -1.03 0.93 0.03 0.029
C -0.63 2.00 0.82 0.029
C -0.45 3.26 0.27 -0.002
C -0.64 3.44 -1.09 0.021
C -1.06 2.39 -1.88 -0.002
C -1.29 1.14 -1.33 0.033
C -1.27 -1.93 -0.40 0.001
C -2.33 -2.44 -1.14 0.002
C -2.14 -3.50 -2.00 0.000
C -0.88 -4.05 -2.17 0.002
C 0.19 -3.56 -1.45 0.001
C -0.02 -2.51 -0.57 0.004
H -7.05 -0.74 1.30 0.000
H -5.99 1.00 -0.08 0.000
H -3.55 1.13 -0.26 0.001
H -3.19 -2.21 2.39 0.000
H -5.64 -2.33 2.57 0.000
H -0.48 1.86 1.89 0.002
H -0.16 4.09 0.89 0.000
H -0.47 4.41 -1.53 0.001
H -1.23 2.54 -2.94 -0.001
H -1.66 0.34 -1.94 0.001
H -3.32 -2.01 -1.02 0.000
H -2.98 -3.88 -2.56 0.000
H -0.73 -4.88 -2.85 0.000
H 1.18 -3.97 -1.58 0.000
Cl -0.22 -1.77 -4.94 0.090
C 1.34 -1.56 -4.35 0.418
Cl 1.85 0.73 -5.40 0.251
C 1.53 -1.06 -3.05 0.133
O 2.66 -1.11 -2.46 0.279
O 0.57 -0.52 -2.40 0.088
H 2.14 -2.04 -4.89 0.007

No. 2
34
Properties=species:S:1:pos:R:3:nbo_charge:R:1 method="wB97M-V/def2-TZVPD" gap_ev=10.47 total_charge=+1 total_energy_ha=-705.87413 e_above_lowest_ev=0.000
C 0.30 -1.35 -1.12 -0.237
C 0.49 0.01 -1.76 -0.433
C -0.60 1.01 -1.38 -0.264
N 1.65 1.67 0.67 -0.849
C 0.29 1.72 0.80 0.286
N -0.66 1.42 0.02 -0.554
N 0.67 -1.33 0.36 -0.720
H 0.89 -2.10 -1.61 0.222
H -0.74 -1.65 -1.15 0.260
H 0.48 -0.19 -2.84 0.248
H 1.50 0.37 -1.55 0.192
H -1.53 0.46 -1.53 0.220
H -0.66 1.85 -2.04 0.229
H 2.16 2.22 1.33 0.408
H 1.95 1.83 -0.29 0.414
H -0.05 1.94 1.81 0.178
H -0.17 -1.31 0.95 0.468
H 1.20 -0.47 0.54 0.437
H 1.21 -2.16 0.57 0.458
H -3.58 -0.90 -0.88 0.483
H -2.77 -1.01 0.42 0.491
O -2.83 -1.36 -0.48 -0.975
H 3.67 -3.12 -0.44 0.496
H 3.32 -3.32 1.03 0.487
O 2.90 -3.18 0.17 -0.970
H -1.89 -1.33 2.53 0.516
H -0.65 -1.81 3.39 0.496
O -1.03 -1.79 2.51 -0.986
H 1.50 4.06 -2.11 0.487
H 0.22 3.95 -1.36 0.483
O 1.03 3.46 -1.52 -0.964
H -2.10 0.94 1.21 0.510
H -3.43 1.02 2.02 0.495
O -2.74 0.42 1.73 -1.014